The following is a quantum chemistry calculation of a 2-piece molecular cluster, C3H7OS overall at a distorted geometry, from the OMol25 dataset.

Structure (XYZ):
```
12
C3H7OS ωB97M-V with the def2-TZVPD basis set
H -1.778 1.396 -1.545
H -2.276 1.865 0.104
C 0.594 1.888 -1.084
H 1.847 -2.571 0.241
O 0.141 1.063 1.121
H -1.980 0.214 -0.243
H 1.655 1.995 -0.931
C -0.206 1.325 -0.097
H 0.489 -1.220 0.976
C -1.660 1.199 -0.482
H 0.118 2.258 -2.022
S 0.527 -2.432 0.277
```

Summary:
net charge = 0
LUMO level (spin up / spin down) = 0.0312 / -0.0709 hartree
multiplicity = 2
HOMO (spin up / spin down) = -9.524 / -9.518 eV
E_tot = -591.8504 Ha